No. 1
A cluster of 6 separate species, C34H58ClN3O13PS in total in a non-equilibrium geometry, computed with wB97M-V/def2-TZVPD.

Structure (XYZ):
```
111
C34H58ClN3O13PS, DFT wB97M-V/def2-TZVPD
N -1.27 -4.44 4.74
P -1.73 -2.69 4.93
O -3.47 -2.52 5.04
N -1.09 -1.82 3.46
N -0.11 -0.95 3.77
C 0.55 -0.20 2.68
C 0.06 -0.45 1.15
C 0.84 0.37 -0.07
C 0.40 1.84 -0.64
C 1.31 2.47 -1.89
C 2.60 1.70 -2.57
C 3.05 0.24 -1.97
C 2.17 -0.39 -0.72
C -1.18 -1.49 0.80
C -1.76 -2.22 2.19
C -2.97 -3.32 1.98
C -4.48 -2.69 1.99
C -5.14 -2.41 0.52
C -5.19 -3.70 -0.49
S -6.71 -3.80 -1.57
O -6.31 -3.72 -3.10
O -7.75 -2.67 -1.36
Cl -7.60 -5.72 -1.36
H -0.74 -4.56 3.82
H -0.49 -4.55 5.46
H -3.83 -3.46 4.93
H 1.42 0.57 2.95
H -0.51 2.39 -0.15
H 1.02 3.51 -2.35
H 3.22 2.14 -3.47
H 3.99 -0.37 -2.39
H 2.53 -1.44 -0.31
H -1.59 -1.72 -0.27
H -2.78 -3.80 0.90
H -2.96 -4.21 2.73
H -4.42 -1.66 2.57
H -5.16 -3.41 2.65
H -4.65 -1.45 -0.01
H -6.27 -2.09 0.71
H -5.08 -4.72 0.13
H -4.26 -3.60 -1.22
O 5.28 2.11 -4.72
C 5.66 1.13 -5.36
O 5.04 -0.06 -5.22
C 5.27 -1.20 -6.06
C 6.45 -2.02 -5.56
C 6.88 1.21 -6.23
H 5.38 -0.91 -7.11
H 4.36 -1.82 -6.01
H 7.38 -1.44 -5.59
H 6.58 -2.92 -6.17
H 6.29 -2.31 -4.52
H 7.77 1.05 -5.62
H 6.92 2.21 -6.68
H 6.87 0.51 -7.07
O -4.86 -4.85 5.81
C -5.24 -4.81 6.98
O -6.50 -4.42 7.27
C -7.10 -4.52 8.57
C -6.76 -3.31 9.43
C -4.29 -5.10 8.10
H -6.84 -5.46 9.06
H -8.18 -4.55 8.41
H -5.69 -3.23 9.61
H -7.27 -3.37 10.39
H -7.06 -2.39 8.92
H -3.73 -4.19 8.35
H -3.59 -5.88 7.78
H -4.77 -5.48 9.00
O 0.60 6.33 3.00
C -0.13 5.39 3.28
O -0.11 4.26 2.54
C -0.77 3.03 2.91
C -2.21 3.04 2.43
C -1.14 5.51 4.38
H -0.68 2.84 3.98
H -0.23 2.23 2.40
H -2.79 3.84 2.90
H -2.69 2.08 2.66
H -2.26 3.21 1.35
H -2.05 5.99 3.99
H -0.72 6.14 5.17
H -1.40 4.57 4.85
O 8.15 -1.34 -8.39
C 8.52 -2.31 -9.03
O 7.90 -3.50 -8.89
C 8.13 -4.65 -9.73
C 9.31 -5.46 -9.23
C 9.74 -2.23 -9.90
H 8.24 -4.36 -10.78
H 7.23 -5.26 -9.68
H 10.24 -4.88 -9.25
H 9.45 -6.36 -9.83
H 9.15 -5.76 -8.19
H 10.64 -2.39 -9.29
H 9.79 -1.23 -10.34
H 9.74 -2.93 -10.74
O -4.49 10.53 -0.58
C -3.73 10.16 0.31
O -2.47 9.78 0.03
C -1.45 9.52 1.01
C -1.53 8.09 1.51
C -4.22 10.04 1.73
H -1.48 10.25 1.82
H -0.49 9.66 0.50
H -2.48 7.90 2.02
H -0.71 7.88 2.21
H -1.46 7.38 0.68
H -4.70 9.07 1.86
H -4.94 10.83 1.92
H -3.43 10.16 2.48
```

Calculated values
**Orbital gap**: 6.14 eV
**Total energy**: -99909.2673 eV
**Total charge**: +1
**Spin multiplicity**: 1
**Lowest unoccupied orbital energy**: -4.8 eV

Mulliken population analysis, charges in e, atoms 1 to 6: number 1, N, carries -0.609; number 2, P, carries 0.068; number 3, O, carries -0.372; number 4, N, carries 0.903; number 5, N, carries -1.045; number 6, C, carries -0.318

No. 2
A structure of composition C34H58IrN2O4Si in a non-equilibrium geometry, computed with wB97M-V/def2-TZVPD.

Structure (XYZ):
```
100
C34H58IrN2O4Si, DFT wB97M-V/def2-TZVPD
O 1.32 -0.39 -1.24
O -2.08 -2.28 -5.23
C 2.70 -1.19 -1.88
C 2.99 -2.31 -0.96
H 3.44 -0.37 -1.99
H 2.29 -1.53 -2.83
H 2.82 -2.00 0.08
H 4.04 -2.55 -1.12
H 2.45 -3.22 -1.21
C 0.22 -1.43 -1.11
C 0.15 -2.45 -2.24
H -0.69 -0.83 -1.04
H 0.39 -1.84 -0.11
H 0.39 -2.01 -3.23
H -0.89 -2.83 -2.29
H 0.84 -3.29 -2.04
C -3.39 -2.06 -4.73
C -1.78 -1.50 -6.37
C -3.77 -3.18 -3.78
H -4.12 -2.02 -5.55
H -3.43 -1.09 -4.20
H -3.76 -4.14 -4.30
H -4.77 -3.00 -3.40
H -3.08 -3.26 -2.94
C -0.50 -2.03 -7.00
H -1.65 -0.46 -6.08
H -2.60 -1.56 -7.11
H 0.26 -2.24 -6.24
H -0.11 -1.30 -7.71
H -0.73 -2.95 -7.54
H -0.93 -1.04 3.42
N 1.75 1.20 1.54
C 1.85 2.42 2.12
C 0.78 3.33 1.99
C -0.60 2.95 1.90
C 3.17 2.76 2.74
H 3.97 2.69 1.99
H 3.41 2.08 3.56
H 3.17 3.78 3.13
C -1.68 3.96 2.24
H -2.03 3.86 3.27
H -2.55 3.82 1.59
H -1.32 4.98 2.10
N -0.93 1.71 1.53
C 2.74 0.19 1.80
C 3.88 0.07 0.99
C 4.25 1.07 -0.04
C 4.72 -1.02 1.23
H 5.56 -1.17 0.58
C 4.48 -1.91 2.27
H 5.07 -2.81 2.38
C 3.46 -1.64 3.18
H 3.32 -2.24 4.06
C 2.65 -0.52 3.02
C 1.80 -0.08 4.17
C -2.17 1.13 1.91
C -3.21 0.81 1.00
C -3.04 1.12 -0.44
C -4.40 0.26 1.46
H -5.16 0.05 0.73
C -4.63 0.03 2.81
H -5.55 -0.45 3.14
C -3.65 0.39 3.72
H -3.82 0.19 4.77
C -2.45 0.98 3.30
C -1.51 1.41 4.39
Ir 0.77 1.76 -0.11
H 4.81 0.58 -0.86
H 4.93 1.84 0.37
H 3.37 1.59 -0.46
H 1.56 0.99 4.13
H 2.34 -0.22 5.12
H 0.89 -0.69 4.22
H -3.81 0.63 -1.03
H -2.07 0.79 -0.82
H -3.12 2.19 -0.65
H -0.48 1.29 4.04
H -1.66 0.77 5.28
H -1.68 2.46 4.69
H 0.97 4.40 2.23
C -0.88 -1.88 2.90
Si 0.83 1.12 -2.20
H 0.11 -2.20 2.73
H -1.39 -1.79 2.00
C 2.05 1.61 -3.53
C 0.49 3.21 -1.37
C -0.69 0.82 -3.20
H -1.24 -0.09 -2.97
H -0.37 0.77 -4.25
H -1.35 1.68 -3.09
H 3.06 1.77 -3.16
H 1.66 2.53 -3.99
H 2.03 0.79 -4.25
H 1.34 3.83 -1.10
H -0.39 3.62 -0.88
H 0.30 3.30 -2.44
O -3.64 -2.39 6.25
C -2.44 -2.59 6.12
O -1.46 -1.92 5.72
H -2.19 -3.62 6.41
```

Calculated values
**Orbital gap (alpha / beta)**: 5.41 / 1.94 eV
**Total energy**: -58069.8140 eV
**Energy relative to the best compared isomer or geometry (same formula, charge and spin)**: 5.300 eV
**Total charge**: +1
**Spin multiplicity**: 5
**⟨S²⟩**: 6.055
**Lowest unoccupied orbital energy (alpha / beta)**: -3.2 / -5.8 eV

Mulliken population analysis, charges in e, atoms 1 to 6: number 1, O, carries -1.000; number 2, O, carries -0.268; number 3, C, carries -0.609; number 4, C, carries -1.291; number 5, H, carries 0.454; number 6, H, carries 0.867

No. 3
A structure of composition C34H58N2O4SiV in a non-equilibrium geometry, computed with wB97M-V/def2-TZVPD.

Structure (XYZ):
```
100
C34H58N2O4SiV, DFT wB97M-V/def2-TZVPD
O 0.91 -1.32 0.20
O 0.82 -0.34 -3.86
C 2.36 -1.55 0.11
C 2.80 -2.72 0.95
H 2.83 -0.62 0.43
H 2.60 -1.69 -0.95
H 2.28 -2.77 1.91
H 3.87 -2.62 1.15
H 2.66 -3.67 0.42
C 0.10 -2.43 -0.28
C 0.51 -2.89 -1.66
H -0.94 -2.06 -0.28
H 0.18 -3.24 0.46
H 0.59 -2.05 -2.37
H -0.24 -3.58 -2.06
H 1.47 -3.42 -1.63
C -0.26 0.29 -4.56
C 1.83 -0.93 -4.69
C -1.57 -0.44 -4.38
H -0.03 0.38 -5.64
H -0.32 1.31 -4.15
H -1.49 -1.49 -4.68
H -2.32 0.04 -5.01
H -1.92 -0.40 -3.34
C 1.33 -2.12 -5.49
H 2.62 -1.23 -3.99
H 2.25 -0.17 -5.37
H 0.80 -2.84 -4.85
H 2.20 -2.63 -5.93
H 0.67 -1.81 -6.30
H 1.28 0.22 -1.66
N -0.95 -0.79 3.20
C -1.68 -0.17 4.15
C -2.25 1.08 3.94
C -2.39 1.76 2.74
C -1.93 -0.87 5.45
H -1.02 -1.24 5.94
H -2.64 -1.71 5.34
H -2.40 -0.14 6.13
C -3.40 2.87 2.60
H -4.12 2.68 1.79
H -2.93 3.84 2.41
H -3.96 2.94 3.54
N -1.65 1.43 1.68
C -0.61 -2.19 3.34
C 0.64 -2.55 3.87
C 1.60 -1.52 4.37
C 0.95 -3.91 3.98
H 1.92 -4.19 4.41
C 0.05 -4.88 3.56
H 0.32 -5.93 3.62
C -1.20 -4.51 3.06
H -1.93 -5.26 2.77
C -1.55 -3.16 2.96
C -2.92 -2.76 2.51
C -1.90 2.01 0.38
C -1.34 3.26 0.05
C -0.46 3.98 1.02
C -1.63 3.80 -1.20
H -1.22 4.78 -1.45
C -2.45 3.11 -2.10
H -2.70 3.56 -3.06
C -2.98 1.86 -1.76
H -3.64 1.32 -2.45
C -2.72 1.29 -0.52
C -3.29 -0.04 -0.16
V -0.24 0.13 1.61
H 2.14 -1.02 3.55
H 2.35 -2.00 5.01
H 1.11 -0.74 4.97
H -2.90 -1.96 1.77
H -3.55 -2.43 3.35
H -3.43 -3.62 2.05
H -0.16 4.94 0.58
H 0.46 3.42 1.24
H -0.95 4.19 1.98
H -3.72 -0.07 0.86
H -2.55 -0.86 -0.24
H -4.11 -0.29 -0.85
H -2.79 1.50 4.79
C 1.31 1.31 -1.43
Si 2.46 2.39 -2.46
H 0.27 1.67 -1.45
H 1.67 1.42 -0.39
C 4.09 1.49 -2.71
C 2.63 3.96 -1.43
C 1.85 2.97 -4.15
H 2.58 3.68 -4.58
H 0.89 3.49 -4.04
H 1.72 2.15 -4.87
H 4.60 1.36 -1.75
H 4.74 2.08 -3.38
H 3.93 0.50 -3.17
H 2.70 3.73 -0.36
H 1.75 4.61 -1.58
H 3.53 4.52 -1.72
O 3.07 2.38 2.46
C 2.09 1.66 2.59
O 1.33 1.23 1.58
H 1.69 1.29 3.57
```

Calculated values
**Orbital gap (alpha / beta)**: 7.71 / 8.27 eV
**Total energy**: -80931.5918 eV
**Energy relative to the best compared isomer or geometry (same formula, charge and spin)**: 0.000 eV
**Total charge**: +1
**Spin multiplicity**: 3
**⟨S²⟩**: 2.021
**Lowest unoccupied orbital energy (alpha / beta)**: -4.0 / -3.4 eV

Mulliken population analysis, charges in e, atoms 1 to 6: number 1, O, carries 0.728; number 2, O, carries -0.094; number 3, C, carries -0.502; number 4, C, carries -1.482; number 5, H, carries 0.379; number 6, H, carries 0.250